a | {
  "formula": "C3H11O2S",
  "method": "ωB97M-V/def2-TZVPD",
  "total_charge": -1,
  "lumo_ev": 3.748,
  "species": ["H", "H", "H", "H", "H", "C", "O", "H", "H", "H", "H", "O", "H", "H", "C", "S", "C"],
  "xyz": [[-0.5265, -1.4040, -0.8711], [-0.0124, 1.9136, 1.4273], [-0.3657, 0.9134, 0.0092], [-3.4217, -1.4894, 0.0331], [3.3785, -0.0063, -0.2983], [2.3420, 0.2493, -0.5201], [-4.2752, -1.2946, 0.4579], [-4.2314, -0.3321, 0.5625], [2.3270, 1.2210, 1.3774], [1.2795, -0.2475, 1.2664], [2.3620, 1.1011, -1.2171], [-1.4753, -1.6599, -0.6847], [-1.5860, -2.4496, -1.2281], [0.6820, 2.3999, -0.1211], [0.3861, 1.5356, 0.4876], [1.5259, -1.1128, -1.4370], [1.6113, 0.6625, 0.7560]]
}

***

b | {
  "formula": "C3H11O2S",
  "method": "ωB97M-V/def2-TZVPD",
  "total_charge": -1,
  "lumo_ev": 3.267,
  "species": ["C", "H", "O", "H", "O", "H", "H", "S", "C", "H", "H", "H", "H", "H", "C", "H", "H"],
  "xyz": [[-0.6843, 0.4687, 0.3125], [-0.1780, -0.1439, 2.4946], [0.1867, 3.6378, -3.3084], [-0.3549, -4.0986, 1.7838], [0.1214, -4.8183, 1.2024], [1.5567, 0.7109, 0.3293], [0.2006, -4.3416, 0.2848], [0.9630, 0.5880, -1.9138], [-0.5343, -0.6050, 1.5421], [0.5761, 2.6357, -3.1104], [-1.4515, 1.2473, 0.6069], [-1.0345, -0.1073, -0.5671], [-1.4076, -1.2471, 1.8364], [0.2455, -1.2983, 1.1979], [0.6648, 1.0988, -0.1864], [0.5571, 2.1781, 0.0797], [0.5732, 4.0947, -2.5841]]
}

***

Calculated relative energies: a 0.0; b 29.7, given in kcal/mol

***

a | {
  "formula": "CH3N3S",
  "method": "ωB97M-V/def2-TZVPD",
  "total_charge": 0,
  "lumo_ev": [1.111, -1.912],
  "spin_multiplicity": 3,
  "species": ["H", "N", "C", "H", "N", "N", "S", "H"],
  "xyz": [[0.6254, 3.7510, -0.5561], [-0.8270, 0.9876, 0.0545], [-1.1558, -1.7408, -0.1671], [-0.8106, -2.2040, -1.0563], [-0.4022, 2.0036, -0.1884], [-0.1584, 3.1438, -0.3872], [-0.2626, -1.7756, 1.2062], [-2.0653, -1.1968, -0.1993]]
}

***

b | {
  "formula": "CH3N3S",
  "method": "ωB97M-V/def2-TZVPD",
  "total_charge": 0,
  "lumo_ev": [0.857, -2.972],
  "spin_multiplicity": 3,
  "species": ["H", "H", "N", "C", "S", "N", "N", "H"],
  "xyz": [[-0.3671, 0.9873, 0.9429], [0.4766, -0.6283, 0.6243], [-0.6969, 0.2511, -0.8811], [-0.1343, 0.2001, 0.2372], [3.8256, -0.4428, -0.0706], [2.7312, 0.5910, -0.0203], [1.8765, 1.3275, 0.0192], [-0.4999, -0.5181, -1.5214]]
}

***

Calculated relative energies: a 0.0; b 23.4, given in kcal/mol

***

a | {
  "formula": "C3H9NO2",
  "method": "ωB97M-V/def2-TZVPD",
  "total_charge": -1,
  "lumo_ev": [4.305, 4.240],
  "spin_multiplicity": 2,
  "species": ["H", "O", "H", "H", "H", "H", "C", "H", "C", "H", "H", "C", "N", "H", "O"],
  "xyz": [[1.9147, -0.1953, -1.9212], [-2.8283, -1.9087, 1.3143], [1.7676, -1.4647, -0.6813], [3.0220, -0.2891, -0.4304], [0.9058, -0.0771, 0.9158], [-2.8097, -2.6575, 0.7050], [-0.3635, 0.3478, -0.6694], [-2.5714, -1.1274, 0.7817], [2.0350, -0.4356, -0.8645], [2.5239, 1.7785, 0.2566], [-0.4095, 0.1644, -1.7483], [1.0198, 0.4104, -0.0613], [1.5147, 1.8113, 0.0592], [1.1486, 2.2017, 0.9217], [-1.4093, 0.1754, 0.0827]]
}

***

b | {
  "formula": "C3H9NO2",
  "method": "ωB97M-V/def2-TZVPD",
  "total_charge": -1,
  "lumo_ev": [3.158, 3.147],
  "spin_multiplicity": 2,
  "species": ["C", "N", "H", "H", "H", "H", "H", "H", "C", "O", "H", "H", "C", "H", "O"],
  "xyz": [[-2.3040, -1.3261, 0.5841], [-1.7026, -1.9139, -0.5768], [-3.2388, -0.8673, 0.2550], [3.4210, 2.3829, -1.7400], [-3.0193, -3.0229, 1.1268], [-1.8249, -1.3711, -1.4203], [2.9566, 1.1938, 1.1642], [1.2188, 3.0210, -0.1002], [2.0176, 2.2722, 0.0014], [-2.5232, -2.3161, 1.5678], [-1.6580, -0.5986, 1.0680], [-0.7121, -2.0817, -0.4672], [2.7793, 1.7682, -1.1101], [2.2968, 0.9671, -1.6714], [2.2928, 1.8925, 1.3187]]
}

***

Calculated relative energies: a 0.0; b 57.4, given in kcal/mol

***

a | {
  "formula": "C2H6S",
  "method": "ωB97M-V/def2-TZVPD",
  "total_charge": 0,
  "smiles": "CCS",
  "lumo_ev": 0.984,
  "species": ["C", "H", "H", "H", "S", "H", "H", "C", "H"],
  "xyz": [[0.9558, 0.0157, 0.6643], [1.7363, -0.0863, -0.1557], [-1.2694, 0.5367, 0.5207], [1.0441, 1.0941, 1.1493], [-0.6315, 0.4678, -1.6601], [-0.7395, -1.3235, -0.1038], [-1.9337, 0.1793, -2.0662], [-0.5053, -0.1872, 0.1614], [1.3432, -0.6965, 1.4901]]
}

***

b | {
  "formula": "C2H6S",
  "method": "ωB97M-V/def2-TZVPD",
  "total_charge": 0,
  "lumo_ev": 0.837,
  "species": ["H", "C", "H", "H", "H", "H", "C", "S", "H"],
  "xyz": [[-1.3654, 1.0003, -0.8600], [-1.5155, 0.3807, -0.0147], [1.9929, 0.6075, 1.2351], [-1.7711, 1.0978, 0.8764], [1.2173, 1.4800, -0.5524], [2.4504, -0.1465, -0.8652], [1.4337, 0.4375, 0.0123], [0.0217, -0.5450, 0.0234], [-2.3803, -0.2286, -0.1940]]
}

***

Calculated relative energies: a 0.0; b 39.2, given in kcal/mol

***

a | {
  "formula": "C9H11N3",
  "method": "ωB97M-V/def2-TZVPD",
  "total_charge": 0,
  "smiles": "CCCn1nnc2ccccc21",
  "lumo_ev": 0.696,
  "species": ["C", "H", "H", "C", "H", "H", "H", "C", "H", "N", "C", "H", "C", "C", "H", "H", "H", "H", "N", "C", "C", "N", "C"],
  "xyz": [[2.6028, -1.4146, -0.1018], [-2.2403, 0.0069, 1.6615], [-3.5590, -1.7970, 0.4060], [1.2646, -1.5400, -0.2044], [3.3592, -2.2475, -0.1263], [-2.5047, -1.5441, -1.0004], [2.9873, 1.9559, -0.3877], [2.5675, 0.9752, -0.0880], [0.9520, -2.5269, -0.4097], [0.3229, 1.9021, 0.0027], [-3.6762, 0.2369, -0.6375], [-3.1275, 0.6173, -1.4704], [-2.9543, -1.0618, -0.1141], [-1.7991, -0.6081, 0.8492], [4.3543, -0.1668, -0.1269], [-3.7565, 1.0099, 0.0775], [-4.7115, 0.0002, -0.9434], [-1.3043, -1.5118, 1.2197], [-0.7502, 0.1169, 0.2090], [3.2808, -0.1858, -0.1024], [0.5261, -0.3318, 0.1047], [-0.8265, 1.4836, 0.2303], [1.2424, 0.8776, -0.0380]]
}

***

b | {
  "formula": "C9H11N3",
  "method": "ωB97M-V/def2-TZVPD",
  "total_charge": 0,
  "smiles": "N#CC1=NN(C2CC2)CC12CC2",
  "lumo_ev": 0.639,
  "species": ["H", "H", "H", "C", "H", "C", "H", "C", "C", "N", "N", "C", "H", "H", "C", "C", "C", "C", "H", "N", "H", "H", "H"],
  "xyz": [[0.1052, 0.5968, 2.9664], [-2.4540, 1.9167, -2.0957], [0.8957, -1.4082, 3.9946], [-0.3046, -1.0548, -1.0687], [2.4837, -0.5879, 1.5244], [-1.6288, 1.0444, -2.2443], [2.4017, 0.1525, 3.1206], [-0.4313, -2.0352, -2.0736], [0.4367, -0.0033, 2.1643], [-0.1518, -0.0848, 0.9410], [-0.1401, -1.1932, 0.2384], [-0.1648, 1.1746, -2.6050], [0.0958, 0.6198, -3.5098], [0.3921, -2.1814, 2.2973], [-0.6131, 0.4790, -1.2685], [0.8472, -1.3389, 2.8441], [1.8751, -0.3327, 2.3037], [-0.4080, 1.1405, 0.0872], [0.3658, 2.1932, -2.4888], [-0.5468, -2.6826, -3.0213], [-1.2953, 1.5466, 0.5962], [0.3575, 1.7800, 0.0393], [-2.1178, 0.2589, -2.7416]]
}

***

Calculated relative energies: a 0.0; b 77.6, given in kcal/mol

***

a | {
  "formula": "C22H22N2O4",
  "method": "ωB97M-V/def2-TZVPD",
  "total_charge": 0,
  "smiles": "Cc1ccc(-n2c(C)cc(C(=O)COC(=O)c3ccc[nH]c3=O)c2C)cc1C",
  "lumo_ev": 0.270,
  "species": ["H", "C", "H", "N", "H", "H", "H", "O", "H", "C", "C", "H", "H", "C", "C", "C", "H", "C", "H", "C", "H", "H", "O", "C", "H", "C", "C", "C", "N", "H", "C", "C", "C", "H", "C", "H", "H", "C", "C", "O", "C", "C", "H", "O", "H", "H", "C", "H", "C", "H"],
  "xyz": [[4.6256, -3.6056, 0.2296], [5.7643, -2.5834, -1.1386], [6.8047, -1.2697, -2.4424], [4.8833, -2.6914, -0.1236], [-1.7637, -1.6010, -0.2952], [-1.5692, -0.7325, 2.5776], [1.7843, 0.9633, 1.8522], [4.1829, 1.0904, 1.8751], [5.8105, 0.7610, -1.3960], [4.2556, -1.6221, 0.5238], [0.9136, 1.1042, 1.2462], [3.6638, 3.7826, -0.1733], [-4.6794, -3.4445, 0.0085], [4.6702, -0.3263, 0.0134], [-2.4368, 0.3564, 0.2243], [-3.5387, 1.1818, 0.4017], [3.1262, 2.9971, 1.3477], [-6.3959, -1.1754, -0.3704], [-1.8222, 3.5162, -0.9042], [-0.5909, 1.9136, -0.2362], [-0.3710, -1.7331, 1.7480], [-5.6632, 1.3194, 0.3407], [3.4378, -1.8509, 1.3880], [3.0760, 2.9642, 0.2537], [-6.6014, -1.9972, 0.3149], [-5.0091, -0.6503, -0.1637], [-0.5339, -0.7748, 2.2412], [4.1371, 0.8907, 0.6906], [-1.1330, 0.8576, 0.4200], [-0.5643, 3.0320, -2.0214], [6.1078, -1.3637, -1.6280], [5.5382, -0.2181, -1.0306], [-2.6262, -0.9687, -0.1460], [-3.1140, -3.4174, -0.8107], [-0.2212, 0.3596, 1.3326], [-4.5877, -2.9930, -1.6886], [-2.0159, 2.0132, -1.8190], [-3.8989, -1.4836, -0.3372], [1.6227, 3.1041, -0.2243], [1.3207, 4.0297, -0.9559], [-1.2953, 2.6526, -1.3114], [-4.8083, 0.6732, 0.2030], [6.1696, -3.5044, -1.5318], [3.6340, 1.7372, -0.2110], [0.1278, -0.7321, 3.1019], [-7.1326, -0.3940, -0.2040], [0.7062, 2.0967, 0.2422], [-6.5155, -1.5545, -1.3849], [-4.0757, -2.9178, -0.7298], [-3.3989, 2.2088, 0.7012]]
}

***

b | {
  "formula": "C22H22N2O4",
  "method": "ωB97M-V/def2-TZVPD",
  "total_charge": 0,
  "smiles": "Cc1ccc(NC(=O)[C@@]2(CC(=O)O)CC(/C=C/c3ccccc3)=NO2)c(C)c1",
  "lumo_ev": -0.116,
  "species": ["C", "H", "O", "H", "H", "C", "C", "C", "H", "C", "C", "C", "H", "C", "C", "H", "C", "H", "H", "C", "H", "H", "H", "H", "C", "C", "C", "H", "H", "C", "H", "C", "C", "H", "N", "H", "O", "O", "H", "C", "H", "C", "H", "N", "H", "H", "C", "O", "C", "C"],
  "xyz": [[0.9070, 1.5199, 0.3401], [-6.9266, -3.9582, 0.8706], [0.0641, 0.3317, -1.5166], [0.0178, 3.0974, -1.6846], [5.4869, 0.5334, 1.6917], [-0.3391, 1.3055, -0.5259], [4.0460, -0.5499, -0.3800], [-1.5173, 0.7553, 0.3159], [3.6839, -1.1082, -1.2333], [-7.0070, -2.9009, 1.1151], [-3.4235, -0.8060, 0.0275], [-4.0822, -0.4959, 1.2101], [-5.4742, -3.2470, -1.0725], [-5.7491, -2.1724, 0.7509], [5.4061, -0.8290, 0.0287], [-1.5145, 2.2656, -2.0581], [6.1420, -1.7747, -0.6935], [-2.2067, -2.4764, -1.9216], [-5.7326, -0.9219, 2.4876], [-5.2325, -1.1751, 1.5645], [-3.7568, -2.9915, -2.5821], [7.9947, -2.8126, -0.9180], [5.6781, -2.2706, -1.5341], [3.4759, 0.9213, 1.0407], [-1.5794, 3.4675, -0.2986], [3.1957, 0.3237, 0.1855], [-3.2376, -2.1682, -2.0982], [-7.8502, -2.4918, 0.5576], [0.7002, 1.2851, 1.3864], [7.4434, -2.0793, -0.3478], [-3.6876, 0.2775, 1.8469], [8.0424, -1.4460, 0.7292], [-0.8349, 2.5655, -1.2594], [-1.8970, -0.3841, -1.2786], [1.3479, -0.0796, -1.2908], [-3.2322, -1.3235, -2.7884], [-1.6895, 1.1518, 1.4499], [-0.7524, 4.0860, 0.5467], [7.7911, -0.0110, 2.2968], [6.0262, -0.2000, 1.1127], [1.2886, 2.5402, 0.2876], [-3.9258, -1.8094, -0.8122], [-7.2207, -2.7993, 2.1761], [-2.2600, -0.1300, -0.3678], [9.0601, -1.6827, 1.0017], [-1.2579, 4.5918, 1.2026], [1.8590, 0.5336, -0.2907], [-2.7679, 3.6238, -0.2896], [-5.0807, -2.4712, -0.4302], [7.3278, -0.5066, 1.4560]]
}

***

Calculated relative energies: a 0.0; b 28.6, given in kcal/mol

***

a | {
  "formula": "C17H14BrClCrO2",
  "method": "ωB97M-V/def2-TZVPD",
  "total_charge": -2,
  "lumo_ev": [3.991, 3.991],
  "spin_multiplicity": 5,
  "species": ["C", "H", "C", "H", "H", "C", "C", "C", "Cr", "C", "C", "Cl", "H", "C", "H", "H", "C", "Br", "C", "H", "H", "H", "C", "H", "C", "H", "H", "C", "C", "O", "C", "O", "H", "C", "C", "H"],
  "xyz": [[-0.6635, -4.5980, 0.6732], [1.4357, -5.9135, 3.6644], [1.5795, 1.9858, -0.2519], [0.3879, 4.9332, 1.0486], [1.9298, 2.9312, 0.1918], [-2.1545, 3.6045, -0.7101], [0.4806, 0.3583, -1.4819], [-0.4896, -5.9813, 0.8591], [-0.2524, 1.1139, 0.5363], [0.8704, -5.5304, 2.8088], [0.5824, 1.7674, -1.3168], [0.5731, -8.1713, 2.1227], [-2.8355, 3.5600, -1.5599], [2.1412, 0.7112, 0.0644], [1.8423, -1.2977, -0.8094], [-1.4227, 3.7466, 2.5567], [-2.4326, 3.1663, 0.6088], [-1.4631, 1.1031, 2.7542], [0.2947, -6.4641, 1.9269], [-0.1466, -0.1593, -2.2036], [-0.9796, -6.6902, 0.2067], [3.0311, 0.5176, 0.6339], [-1.3984, 3.6570, 1.4673], [1.0699, -3.4558, 3.3411], [1.4643, -0.2883, -0.6761], [-0.0373, 2.4960, -1.8373], [-0.5367, 4.9549, -1.4893], [-0.4429, 4.3416, 0.6616], [-0.1034, -2.1312, 1.1858], [0.7191, -1.3815, 1.8000], [-0.9335, 4.3582, -0.6676], [-0.9501, -1.7145, 0.3365], [-1.3230, -4.2347, -0.0859], [0.6848, -4.1572, 2.6110], [-0.0138, -3.6492, 1.4985], [-3.3613, 2.6987, 0.9235]]
}

***

b | {
  "formula": "C17H14BrClCrO2",
  "method": "ωB97M-V/def2-TZVPD",
  "total_charge": -2,
  "lumo_ev": 3.675,
  "spin_multiplicity": 5,
  "species": ["H", "C", "Cl", "C", "H", "H", "C", "H", "H", "C", "Br", "C", "C", "H", "C", "H", "C", "C", "C", "H", "C", "H", "C", "O", "C", "H", "C", "H", "H", "H", "O", "H", "Cr", "C", "C", "C"],
  "xyz": [[-5.9727, -0.9447, -2.2438], [-5.0209, 1.0289, -2.7417], [4.7194, 1.5755, 6.3857], [4.3279, 2.1210, 3.7579], [-5.3571, 1.6759, -1.9364], [-1.2000, -3.2512, -1.2685], [-4.1777, 1.4193, -3.8312], [-4.7479, -1.8307, -4.4974], [2.2764, -1.8791, 0.9810], [1.6608, -1.4195, -1.1524], [-1.6876, 0.8274, -1.7037], [2.4397, 1.2398, 2.4664], [3.6115, 2.0049, 2.5577], [5.2244, 2.7365, 3.8358], [2.7189, 0.6550, 4.8313], [3.9855, 2.5278, 1.6721], [2.0233, 0.5644, 3.6188], [0.5310, -1.9286, -1.9182], [1.6414, 1.1134, 1.1721], [-3.7602, 2.4091, -3.9916], [-3.9756, 0.2751, -4.6655], [1.1203, -0.0423, 3.5593], [-4.6920, -0.8233, -4.0921], [0.4855, 0.5310, 1.2602], [1.5116, -1.9080, 0.2001], [-0.0480, -3.2019, 1.1683], [-5.3396, -0.3559, -2.9025], [2.5014, -0.8441, -1.5305], [-3.3885, 0.2528, -5.5798], [2.3566, 0.1350, 5.7131], [2.2042, 1.5220, 0.1433], [0.3849, -1.8261, -2.9906], [-0.1848, -0.5177, -0.4768], [-0.3264, -2.6580, -1.0063], [3.8758, 1.4468, 4.9072], [0.2787, -2.6303, 0.2985]]
}

***

Calculated relative energies: a 33.0; b 0.0, given in kcal/mol